Entry from the OMol25 dataset: a molecular structure, C14H15BrN4O2RuS3 in a non-equilibrium geometry (the ωB97M-V functional and the def2-TZVPD basis).

Relative energy (zero: lowest compared OMol25 entry of this formula, charge and spin)   2.9 kcal per mole
Total charge   +2
Lowest unoccupied orbital energy (spin up / spin down)   -10.15 / -10.14 eV
Gap between HOMO and LUMO (spin up / spin down)   5.624 / 5.637 eV

Element x y z (Å)
Ru: -0.08 -0.18 -0.52
C: 3.07 0.66 -1.09
C: 3.11 -0.49 -0.10
S: 1.70 -0.54 1.05
C: 1.91 0.98 2.04
C: 0.59 1.71 2.16
S: -0.21 1.95 0.55
C: 0.98 3.01 -0.33
C: 1.13 2.58 -1.78
S: 1.47 0.81 -1.97
H: 3.84 0.50 -1.85
H: 3.29 1.61 -0.61
H: 4.02 -0.47 0.49
H: 3.05 -1.46 -0.60
H: 2.69 1.59 1.58
H: 2.26 0.67 3.03
H: 0.71 2.69 2.62
H: -0.14 1.15 2.74
H: 1.93 3.00 0.20
H: 0.58 4.03 -0.28
H: 1.93 3.14 -2.27
H: 0.22 2.75 -2.35
Br: -3.08 0.43 1.60
C: -2.43 -1.31 1.36
C: -3.12 -2.35 1.98
C: -2.68 -3.65 1.79
C: -1.58 -3.87 0.98
C: -0.96 -2.79 0.41
N: -1.36 -1.51 0.60
C: 0.20 -2.99 -0.52
O: 0.69 -4.05 -0.75
O: 0.64 -1.85 -1.12
H: -3.98 -2.13 2.58
H: -3.21 -4.47 2.26
H: -1.20 -4.86 0.77
N: -4.21 2.40 -4.51
C: -3.95 1.68 -3.64
N: -3.71 0.84 -2.65
C: -2.56 0.55 -2.18
N: -1.56 0.22 -1.65

***

Entry from the OMol25 dataset: a molecular structure, C14H15Cl2HfIN2O2 in a non-equilibrium geometry (the ωB97M-V functional and the def2-TZVPD basis).

Total charge   +2
Lowest unoccupied orbital energy   -8.45 eV
Gap between HOMO and LUMO   7.367 eV

Element x y z (Å)
C: -4.55 -2.16 -2.15
C: -4.71 -0.79 -2.82
H: -4.02 -2.85 -2.81
H: -5.53 -2.58 -1.91
H: -3.98 -2.10 -1.21
H: -3.77 -0.26 -2.99
H: -5.19 -0.95 -3.80
H: -5.36 -0.14 -2.22
C: 1.89 -2.43 0.94
C: 3.17 -2.98 0.98
C: 4.27 -2.18 0.68
C: 4.05 -0.86 0.32
H: 1.00 -3.01 1.22
H: 3.29 -4.02 1.24
H: 5.28 -2.57 0.73
H: 4.86 -0.18 0.09
N: 1.66 -1.16 0.52
C: 2.74 -0.36 0.20
C: 2.42 0.98 -0.25
N: 1.08 1.23 -0.43
C: 0.67 2.50 -0.74
C: 2.96 3.25 -0.82
C: 1.59 3.52 -0.94
H: -0.41 2.65 -0.80
H: 1.23 4.52 -1.18
C: 3.38 1.97 -0.48
H: 4.43 1.71 -0.37
H: 3.69 4.04 -0.99
Hf: -0.34 -0.28 0.30
I: -1.46 -2.45 -0.69
Cl: -2.75 0.18 4.62
C: -2.41 1.40 3.35
Cl: -1.46 2.79 3.94
C: -1.69 0.80 2.17
O: -1.92 1.10 0.93
O: -0.74 -0.07 2.35
H: -3.38 1.76 3.01

***

Entry from the OMol25 dataset: a single C14H15Cl2N3O2S molecule in a non-equilibrium geometry (the ωB97M-V functional and the def2-TZVPD basis).

Relative energy (zero: lowest compared OMol25 entry of this formula, charge and spin)   344.7 kcal per mole
Total charge   0
Lowest unoccupied orbital energy   0.13 eV
SMILES   CSCCNC(=O)Nc1c(-c2c(Cl)cccc2Cl)noc1C
Gap between HOMO and LUMO   8.307 eV

Element x y z (Å)
C: -1.10 2.34 -2.89
S: 0.33 2.66 -3.50
C: 1.21 1.04 -3.40
C: 2.19 0.94 -2.15
N: 1.51 1.16 -1.09
C: 0.56 0.46 -0.49
O: 0.28 -0.67 -0.65
N: 0.12 1.10 0.52
C: -0.92 0.57 1.35
C: -0.96 -0.62 2.03
C: -0.25 -1.78 1.81
C: 1.40 -1.72 1.86
Cl: 2.02 -0.41 2.54
C: 1.99 -2.87 1.51
C: 1.62 -3.99 1.11
C: 0.15 -4.30 0.86
C: -0.66 -2.98 1.22
Cl: -2.50 -3.10 0.97
N: -2.14 -0.89 2.75
O: -2.54 0.31 2.94
C: -2.19 1.29 2.17
C: -2.35 2.52 2.07
H: -1.70 1.66 -3.64
H: -1.14 1.62 -1.97
H: -1.67 3.28 -2.83
H: 1.92 0.61 -4.38
H: 0.25 0.16 -3.45
H: 2.99 1.35 -2.36
H: 2.32 -0.27 -2.10
H: 1.61 2.18 -0.86
H: 0.08 2.12 0.69
H: 3.27 -2.69 1.80
H: 2.11 -5.07 0.63
H: -0.30 -5.11 0.51
H: -2.49 3.12 1.13
H: -3.37 2.77 2.73
H: -1.67 3.21 2.56